ORCA calculation (ωB97M-V/def2-TZVPD) on a structure of composition C15H32NO2P2Rh in a non-equilibrium geometry.

CARTESIAN COORDINATES (ANGSTROEM)
Rh 0.2306 -0.1400 0.2689
P -0.5709 -0.6338 -1.8168
C 0.3820 0.5113 -2.8238
C 0.8431 1.6209 -2.1213
N 0.6940 1.6981 -0.7432
C 1.1044 2.7876 -0.0591
C 1.4790 3.9726 -0.7011
C 1.6566 3.9354 -2.0859
C 1.4708 2.7419 -2.7623
C 0.9804 2.7672 1.4642
P 1.1450 1.0134 2.0120
H 1.8316 2.5857 -3.7766
H 1.4595 4.8964 -0.1134
H 1.9912 4.8256 -2.6050
H 1.6915 3.4084 2.0212
H -0.0263 3.1574 1.6999
H 2.8890 -1.5681 -3.0509
H 0.6660 0.5120 -3.8930
H 3.4730 -2.2200 -0.0926
O 3.6356 -1.7103 -2.3508
H 4.2948 -1.1997 -2.9306
H 1.6174 -0.8281 0.1158
O 2.8374 -2.1505 0.6350
H 2.2847 -3.0300 0.7148
C 2.9596 0.8440 2.0923
H 3.3424 1.6954 2.6688
H 3.2423 -0.0816 2.6149
H 3.4029 0.8882 1.0853
C 0.5737 0.9641 3.7271
H 0.6833 -0.0721 4.0823
H 1.1977 1.6230 4.3545
H -0.4814 1.2628 3.8296
C -2.1592 0.1288 -2.3621
H -2.0449 0.2401 -3.4587
H -3.0793 -0.4212 -2.1206
H -2.1753 1.1509 -1.9459
C -0.5164 -2.3657 -2.3714
H -1.1166 -3.0754 -1.7591
H -0.8738 -2.4423 -3.4172
H 0.5600 -2.6367 -2.3151
C -2.3618 -0.7712 2.6925
C -2.0637 -1.8920 1.6771
C -2.9693 -1.8177 0.4526
C -0.5756 -1.7884 1.2402
H -2.1281 0.1778 2.1634
H -1.7393 -0.8567 3.6083
H -3.4271 -0.7464 2.9870
H -2.2436 -2.8513 2.1883
H -2.8460 -0.8008 0.0580
H -2.6815 -2.5488 -0.3151
H -4.0336 -1.9454 0.6958
H 0.1124 -1.8581 2.0974
H -0.3470 -2.5759 0.5130

Total charge   +2
2S+1   5
Energy   -43225.0652 eV
Frontier orbital gap (spin up / spin down)   6.4582 / 6.2130 eV
LUMO (spin up / spin down)   -0.2299 / -0.3664 Ha

Table of Mulliken atomic charges, one value per atom, all in e: -0.99 1.02 -0.98 1.21 -0.05 0.64 -0.79 -0.51 -0.97 -1.23 1.27 0.44 0.46 0.46 0.56 0.47 0.27 0.42 0.27 -0.58 0.34 0.68 -0.54 0.32 -1.48 0.51 0.38 0.33 -1.17 0.40 0.45 0.36 -1.49 0.49 0.39 0.40 -1.08 0.29 0.44 0.33 -1.19 0.71 -1.14 -1.47 0.12 0.32 0.43 0.40 0.03 0.31 0.46 0.65 0.62